The following is a DFT calculation (ωB97M-V with the def2-TZVPD basis set) of a 2-piece molecular cluster, C6H17NS overall in a non-equilibrium geometry.

Each line ends with the Löwdin charge.
Element x y z (Å)
1 C 1.784 0.405 3.166  -0.1410
2 C 2.364 -0.144 1.882  -0.2956
3 C 1.602 -1.399 1.434  -0.3094
4 N 2.089 -1.818 0.085  -0.0234
5 H 1.850 -0.397 3.957  0.0811
6 H 0.677 0.564 3.105  0.0781
7 H 2.322 1.313 3.523  0.0766
8 H 2.336 0.652 1.065  0.1297
9 H 3.391 -0.427 2.020  0.0907
10 H 0.486 -1.104 1.344  0.1137
11 H 1.623 -2.157 2.201  0.0942
12 H 1.732 -2.787 -0.050  0.0721
13 H 3.101 -1.922 0.093  0.0547
14 C -2.110 -1.728 -1.220  -0.1239
15 C -1.479 -0.408 -0.815  -0.3678
16 C -2.008 0.709 -1.714  -0.5686
17 S -1.087 2.304 -1.425  0.6530
18 H -1.880 -2.527 -0.498  0.0695
19 H -1.833 -2.065 -2.225  0.0738
20 H -3.229 -1.620 -1.225  0.0853
21 H -1.692 -0.124 0.202  0.0938
22 H -0.412 -0.498 -0.924  0.0780
23 H -3.081 0.911 -1.519  0.0703
24 H -1.946 0.429 -2.818  0.0927
25 H -1.603 3.004 -2.431  -0.1777

Calculated values
Electronic energy (eV): -18822.6467
F_max (eV/A): 2.5
Energy relative to the best compared isomer or geometry (same formula, charge and spin) (kcal per mole): 11.1
SMILES string: CCCN.CCCS
HOMO energy (eV): -8.86
HOMO-LUMO gap (eV): 9.9

---

The following is a DFT calculation (ωB97M-V with the def2-TZVPD basis set) of one molecule with the formula C3H9N3 in a non-equilibrium geometry.

Each line ends with the Löwdin charge.
Element x y z (Å)
1 C 0.803 0.960 0.932  -0.1810
2 N 0.563 -0.268 1.595  -0.0609
3 N -0.820 -0.839 1.126  -0.0892
4 C -1.724 -0.144 0.232  -0.0918
5 N 0.401 -1.370 0.685  -0.2043
6 C 0.885 -1.286 -0.677  -0.1338
7 H 0.343 1.026 -0.131  0.0584
8 H 0.263 1.750 1.575  0.1033
9 H 1.947 1.173 0.839  0.1119
10 H -2.086 0.591 0.905  0.0851
11 H -1.265 0.077 -0.734  0.0623
12 H -2.433 -0.839 -0.024  0.0545
13 H 0.717 -0.328 -1.283  0.0653
14 H 2.023 -1.438 -0.559  0.1085
15 H 0.419 -2.233 -1.159  0.1117

Calculated values
Electronic energy (eV): -7721.7720
F_max (eV/A): 3.1
Energy relative to the best compared isomer or geometry (same formula, charge and spin) (kcal per mole): 133.8
SMILES string: Cn1n(C)n1C
HOMO energy (eV): -8.29
HOMO-LUMO gap (eV): 9.2

---

The following is a DFT calculation (ωB97M-V with the def2-TZVPD basis set) of CrCu2H19HfO22S3 as an isolated structure in a non-equilibrium geometry.

Each line ends with the Mulliken spin population.
Element x y z (Å)
1 Hf 10.402 17.718 29.424  1.0505
2 Cu 10.361 13.892 32.623  -0.0007
3 Cu 7.209 15.278 29.715  0.0015
4 Cr 11.104 14.999 26.534  4.0894
5 S 8.137 16.301 26.957  0.0175
6 O 9.220 15.699 26.162  -0.0025
7 O 8.800 16.876 28.085  0.0275
8 O 7.498 17.453 26.350  -0.0023
9 O 7.189 15.341 27.415  -0.0009
10 S 10.053 14.118 29.490  -0.0492
11 O 10.117 15.528 29.764  -0.1877
12 O 8.716 13.577 29.488  0.0133
13 O 10.552 13.906 28.189  -0.0624
14 O 10.811 13.389 30.492  0.0025
15 S 8.852 17.055 32.138  0.0158
16 O 10.086 17.609 31.633  0.0040
17 O 8.134 17.969 33.018  -0.0028
18 O 8.186 16.933 30.823  0.0258
19 O 9.132 15.839 32.783  -0.0001
20 O 11.736 16.658 27.777  0.0128
21 H 12.534 16.124 27.953  0.0030
22 O 12.966 13.987 26.843  -0.0009
23 H 12.748 13.058 26.915  0.0051
24 H 13.922 14.013 26.883  0.0038
25 O 12.548 17.015 30.258  0.0195
26 H 12.842 16.189 29.872  -0.0002
27 H 13.329 17.375 30.679  -0.0013
28 O 13.481 13.816 30.353  0.0005
29 H 12.525 13.761 30.333  -0.0003
30 H 13.722 13.481 31.216  0.0001
31 O 12.019 11.409 27.895  0.0003
32 H 11.713 12.315 27.939  -0.0002
33 H 11.587 10.974 28.630  -0.0005
34 O 8.550 11.904 27.393  0.0002
35 H 8.774 12.714 27.851  0.0046
36 H 8.405 11.265 28.090  0.0000
37 O 5.753 13.034 28.606  0.0001
38 H 5.512 13.116 29.528  0.0000
39 H 6.694 12.860 28.618  -0.0002
40 O 10.647 10.721 30.229  -0.0005
41 H 10.702 11.660 30.408  -0.0010
42 H 9.744 10.489 30.445  0.0000
43 O 10.621 12.999 25.650  0.0095
44 H 9.744 12.624 25.731  0.0034
45 H 11.109 12.359 25.132  0.0037
46 O 7.836 11.375 30.186  0.0006
47 H 8.090 12.294 30.108  -0.0008
48 H 7.239 11.353 30.934  -0.0002

Calculated values
Electronic energy (eV): -196869.6402
F_max (eV/A): 8.9
HOMO energy (spin up / spin down) (eV): -7.30 / -8.95
HOMO-LUMO gap (spin up / spin down) (eV): 5.3 / 6.9
Multiplicity: 6

---

The following is a DFT calculation (ωB97M-V with the def2-TZVPD basis set) of one molecule with the formula C4H4F4 in a non-equilibrium geometry.

Each line ends with the Mulliken spin population.
Element x y z (Å)
1 C -0.620 0.675 -0.209  0.0172
2 C 0.528 -0.012 -0.961  0.8728
3 C 1.461 0.490 1.059  0.8877
4 C -0.110 0.533 1.161  0.0278
5 F 0.528 -1.347 -0.959  0.0731
6 F 2.126 1.636 0.743  0.0574
7 F -0.529 1.450 2.181  0.0170
8 F -0.417 -0.639 1.717  0.0062
9 H -0.559 1.823 -0.301  -0.0007
10 H -1.596 0.357 -0.367  0.0320
11 H 0.968 0.214 -1.948  0.0032
12 H 1.991 -0.261 1.532  0.0064

Calculated values
Electronic energy (eV): -15077.4171
F_max (eV/A): 4.5
Energy relative to the best compared isomer or geometry (same formula, charge and spin) (kcal per mole): 17.5
HOMO energy (spin up / spin down) (eV): -7.23 / -12.19
HOMO-LUMO gap (spin up / spin down) (eV): 8.2 / 10.9
Multiplicity: 3

---

The following is a DFT calculation (ωB97M-V with the def2-TZVPD basis set) of C40H26F5I2MoN5O2SSb as an isolated structure.

Each line ends with the Löwdin charge.
Element x y z (Å)
1 Mo -0.280 -0.673 0.031  1.4194
2 I 2.046 2.037 6.732  0.9175
3 C 1.129 1.583 4.919  -0.7308
4 C -0.235 1.338 4.881  -0.2040
5 C -0.849 1.017 3.677  -0.6374
6 I -2.880 0.617 3.589  0.9965
7 C -0.084 0.950 2.521  -0.3786
8 O -0.643 0.589 1.348  -0.3367
9 C 1.285 1.205 2.552  -0.1605
10 C 2.049 1.085 1.264  -0.0998
11 N 1.859 -0.260 0.651  -0.1278
12 C 2.346 -1.346 1.534  -0.1089
13 C 1.253 -1.909 2.405  -0.2461
14 C 1.519 -2.385 3.677  0.0066
15 C 0.491 -2.952 4.412  -0.0195
16 C -0.776 -3.028 3.856  -0.0318
17 C -0.968 -2.521 2.587  -0.1344
18 N 0.022 -1.975 1.873  -0.0074
19 C 1.889 1.519 3.757  -0.0969
20 H -0.824 1.390 5.786  0.0882
21 H 1.705 1.820 0.535  0.1329
22 H 3.112 1.255 1.451  0.1351
23 H 2.402 -0.276 -0.209  0.1048
24 H 2.719 -2.147 0.895  0.1225
25 H 3.177 -0.997 2.150  0.1348
26 H 2.517 -2.300 4.085  0.1272
27 H 0.677 -3.325 5.411  0.1221
28 H -1.606 -3.457 4.398  0.1187
29 H -1.944 -2.534 2.116  0.0726
30 H 2.954 1.712 3.791  0.1084
31 O 0.596 -2.044 -0.992  -0.4124
32 N 1.815 -2.387 -1.402  0.0563
33 C 1.815 -2.720 -2.646  -0.2595
34 C 3.037 -3.136 -3.263  -0.1379
35 N 4.006 -3.473 -3.776  0.2051
36 C 0.584 -2.609 -3.392  -0.1007
37 N -0.412 -2.408 -3.930  0.2405
38 S -2.414 -1.568 -0.480  0.1826
39 Sb -3.465 -0.976 -2.494  1.4137
40 C -5.382 -0.447 -1.827  -0.3718
41 C -6.504 -0.793 -2.572  -0.1072
42 C -7.762 -0.400 -2.138  -0.0675
43 C -7.894 0.338 -0.970  -0.0643
44 C -6.772 0.680 -0.227  -0.0655
45 C -5.512 0.286 -0.651  -0.1301
46 C -2.934 0.576 -3.806  -0.3470
47 C -3.776 1.685 -3.827  -0.1128
48 C -3.535 2.709 -4.731  -0.0618
49 C -2.462 2.625 -5.607  -0.0582
50 C -1.630 1.512 -5.587  -0.0620
51 C -1.862 0.480 -4.689  -0.1188
52 C -3.692 -2.710 -3.634  -0.3875
53 C -3.919 -2.608 -5.002  -0.1206
54 C -4.106 -3.762 -5.749  -0.0654
55 C -4.063 -5.004 -5.131  -0.0627
56 C -3.835 -5.100 -3.765  -0.0672
57 C -3.648 -3.952 -3.011  -0.1281
58 H -6.409 -1.374 -3.483  0.1021
59 H -8.639 -0.671 -2.711  0.1111
60 H -8.876 0.645 -0.634  0.1109
61 H -6.878 1.255 0.684  0.1106
62 H -4.637 0.548 -0.066  0.0753
63 H -4.615 1.764 -3.147  0.1035
64 H -4.182 3.575 -4.742  0.1176
65 H -2.272 3.427 -6.308  0.1166
66 H -0.796 1.443 -6.273  0.1182
67 H -1.217 -0.387 -4.683  0.0656
68 H -3.940 -1.641 -5.493  0.1021
69 H -4.280 -3.690 -6.815  0.1116
70 H -4.206 -5.902 -5.717  0.1111
71 H -3.801 -6.069 -3.286  0.1105
72 H -3.458 -4.029 -1.946  0.0811
73 F -2.395 1.776 -0.685  0.0401
74 C -1.298 1.911 -1.460  -0.2726
75 C -0.322 0.928 -1.451  -0.1474
76 C 0.740 1.169 -2.303  -0.2357
77 F 1.776 0.286 -2.345  0.0457
78 C 0.846 2.272 -3.129  -0.1550
79 F 1.882 2.425 -3.953  0.1307
80 C -0.151 3.230 -3.085  -0.1459
81 F -0.085 4.303 -3.864  0.1421
82 C -1.226 3.057 -2.231  -0.1564
83 F -2.182 3.984 -2.175  0.1303

Calculated values
Electronic energy (eV): -102457.1313
F_max (eV/A): 0.4
Energy relative to the best compared isomer or geometry (same formula, charge and spin) (kcal per mole): 0.0
HOMO energy (spin up / spin down) (eV): -10.79 / -10.84
Total charge: +1
HOMO-LUMO gap (spin up / spin down) (eV): 7.0 / 6.9